No. 1
A structure of composition C21H44BrGaNO8. Source: the OMol25 dataset; level of theory: wB97M-V/def2-TZVPD.

As for the charge: -1. Its HOMO-LUMO gap is 6.745 eV. As for the energy relative to the best compared isomer or geometry (same formula, charge and spin): 73.92 kcal per mole. As for the LUMO energy: 2.197 eV.

Structure (XYZ):
```
76
C21H44BrGaNO8 | the OMol25 dataset | wB97M-V/def2-TZVPD
C -1.604 -4.366 -2.350
C -3.013 -3.899 -2.996
O -2.996 -2.495 -3.293
C -4.240 -1.844 -2.995
C -3.882 -0.459 -2.254
O -3.513 0.575 -3.163
C -3.058 1.764 -2.453
Ga -1.132 1.485 -1.749
C -0.289 0.008 -2.976
C -0.316 0.529 -4.482
O -0.654 -0.217 -5.435
C -1.269 0.902 0.233
C -2.156 1.971 1.038
C -3.641 1.430 1.340
Br -1.226 2.502 2.741
C 0.077 3.157 -1.885
C 1.611 2.634 -1.856
O 2.192 2.882 -3.180
C 2.468 3.341 -0.680
N 2.952 2.271 0.244
H -0.877 -4.742 -3.131
H -1.146 -3.539 -1.722
H -1.859 -5.206 -1.614
H -3.809 -4.226 -2.260
H -3.150 -4.514 -3.954
H -4.843 -1.617 -3.944
H -4.920 -2.408 -2.284
H -4.785 -0.114 -1.625
H -3.061 -0.710 -1.494
H -3.108 2.691 -3.126
H -3.731 2.022 -1.552
H -1.002 -0.871 -2.921
H 0.749 -0.292 -2.636
H -0.031 1.610 -4.722
H -0.258 0.850 0.756
H -1.821 -0.096 0.297
H -2.285 2.902 0.393
H -4.341 2.273 1.677
H -4.087 1.009 0.389
H -3.647 0.636 2.146
H -0.129 3.920 -1.064
H -0.053 3.691 -2.890
H 1.675 1.511 -1.666
H 2.519 3.806 -3.191
H 1.848 4.128 -0.131
H 3.404 3.788 -1.167
H 3.819 2.541 0.715
H 2.217 2.023 0.917
O -0.661 -6.774 0.172
C 0.530 -6.606 0.278
O 1.027 -5.358 0.310
C 2.390 -5.041 0.622
C 3.264 -5.126 -0.613
C 1.477 -7.773 0.278
H 2.759 -5.661 1.443
H 2.386 -4.013 0.990
H 3.284 -6.138 -1.022
H 4.288 -4.826 -0.381
H 2.875 -4.474 -1.399
H 1.686 -8.065 -0.752
H 0.996 -8.605 0.796
H 2.411 -7.584 0.804
O 3.233 5.080 2.773
C 2.673 4.904 3.828
O 3.303 5.211 4.980
C 2.666 5.221 6.263
C 2.663 3.838 6.880
C 1.317 4.258 3.884
H 1.665 5.656 6.201
H 3.255 5.894 6.890
H 2.094 3.129 6.276
H 2.229 3.865 7.882
H 3.682 3.450 6.948
H 1.434 3.174 3.853
H 0.745 4.582 3.015
H 0.731 4.540 4.757
```

=====

No. 2
The molecule C3H5ClN2OS. Source: the OMol25 dataset; level of theory: wB97M-V/def2-TZVPD.

Its HOMO-LUMO gap is 9.964 eV. As for the energy relative to the best compared isomer or geometry (same formula, charge and spin): 38.29 kcal per mole. As for the LUMO energy: -0.139 eV.

Structure (XYZ):
```
13
C3H5ClN2OS | the OMol25 dataset | wB97M-V/def2-TZVPD
C -0.380 1.666 0.732
C -0.655 -0.780 -1.259
C -0.520 0.277 1.121
N -0.250 2.773 0.430
N 0.022 -0.706 -0.004
O 1.995 -0.661 1.571
S 1.685 -1.007 0.201
Cl 2.335 0.638 -1.086
H -0.807 0.250 -1.490
H -0.006 -1.358 -2.006
H -1.678 -1.212 -1.335
H -0.083 0.084 2.004
H -1.658 0.035 1.121
```

=====

No. 3
The molecule C30H31N3O6. Source: the OMol25 dataset; level of theory: wB97M-V/def2-TZVPD.

Its HOMO-LUMO gap is 8.388 eV. Its SMILES is COc1cc(C(=O)OCC(=O)Nc2cc(-c3cc(C)c(C)cc3C)nn2-c2ccccc2)cc(OC)c1OC. As for the energy relative to the best compared isomer or geometry (same formula, charge and spin): 12.77 kcal per mole. As for the LUMO energy: 0.457 eV.

Structure (XYZ):
```
70
C30H31N3O6 | the OMol25 dataset | wB97M-V/def2-TZVPD
C -6.303 -3.540 -2.297
O -6.424 -2.149 -2.113
C -5.639 -1.558 -1.176
C -4.717 -2.217 -0.388
C -3.964 -1.507 0.545
C -3.006 -2.271 1.357
O -2.833 -3.461 1.275
O -2.320 -1.491 2.235
C -1.355 -2.144 3.046
C 0.085 -1.837 2.623
O 1.024 -2.467 3.042
N 0.169 -0.774 1.783
C 1.338 -0.312 1.194
C 2.521 -0.950 0.923
C 3.299 0.006 0.219
C 4.647 -0.184 -0.299
C 5.134 -1.485 -0.425
C 6.403 -1.761 -0.899
C 6.877 -3.177 -1.019
C 7.232 -0.696 -1.262
C 8.616 -0.942 -1.778
C 6.748 0.597 -1.138
C 5.475 0.884 -0.669
C 5.030 2.308 -0.572
N 2.615 1.129 0.076
N 1.430 0.951 0.678
C 0.522 2.010 0.745
C -0.295 2.201 1.857
C -1.156 3.283 1.896
C -1.206 4.181 0.842
C -0.377 4.001 -0.254
C 0.484 2.923 -0.306
C -4.138 -0.135 0.684
C -5.065 0.545 -0.097
O -5.281 1.895 0.015
C -4.558 2.617 0.981
C -5.829 -0.161 -1.044
O -6.767 0.330 -1.886
C -7.107 1.697 -1.921
H -6.554 -4.090 -1.385
H -5.296 -3.818 -2.623
H -7.018 -3.792 -3.079
H -4.553 -3.279 -0.464
H -1.499 -1.803 4.076
H -1.503 -3.228 3.002
H -0.698 -0.323 1.514
H 2.777 -1.943 1.219
H 4.493 -2.312 -0.155
H 7.138 -3.409 -2.052
H 6.105 -3.870 -0.694
H 7.766 -3.338 -0.409
H 9.211 -1.477 -1.038
H 8.586 -1.552 -2.681
H 9.114 -0.005 -2.011
H 7.392 1.420 -1.420
H 5.864 2.983 -0.750
H 4.250 2.506 -1.304
H 4.603 2.511 0.408
H -0.229 1.538 2.706
H -1.781 3.434 2.764
H -1.878 5.024 0.883
H -0.403 4.706 -1.071
H 1.148 2.772 -1.143
H -3.550 0.393 1.415
H -3.482 2.595 0.783
H -4.754 2.247 1.993
H -4.916 3.643 0.899
H -7.870 1.774 -2.696
H -7.519 2.038 -0.970
H -6.252 2.321 -2.189
```

=====

No. 4
A cluster of 2 separate species, C2H8NO in total. Source: the OMol25 dataset; level of theory: wB97M-V/def2-TZVPD.

As for the charge: -1. Its HOMO-LUMO gap is 6.130 eV. As for the energy relative to the best compared isomer or geometry (same formula, charge and spin): 25.35 kcal per mole. As for the LUMO energy: 3.928 eV.

Structure (XYZ):
```
12
C2H8NO | the OMol25 dataset | wB97M-V/def2-TZVPD
O -0.237 -0.510 2.955
H 0.142 0.114 3.570
C -0.115 0.791 -2.165
C -0.298 -0.269 -1.020
N 0.629 -0.176 0.054
H 0.528 1.647 -2.009
H -1.127 1.184 -2.342
H 0.091 0.346 -3.148
H -0.411 -1.229 -1.541
H -1.335 -0.137 -0.701
H 0.196 0.158 0.919
H 1.507 0.304 0.006
```

=====

No. 5
The molecule C5H8O3. Source: the OMol25 dataset; level of theory: wB97M-V/def2-TZVPD.

Its HOMO-LUMO gap is 10.570 eV. Its SMILES is COC(=O)[C@@H](C)C=O. As for the energy relative to the best compared isomer or geometry (same formula, charge and spin): 37.75 kcal per mole. As for the LUMO energy: 0.802 eV.

Structure (XYZ):
```
16
C5H8O3 | the OMol25 dataset | wB97M-V/def2-TZVPD
C -0.427 0.767 -2.386
O 0.284 0.777 -1.147
C -0.540 0.760 0.105
O -1.739 0.863 0.084
C 0.362 0.117 1.070
C -0.329 -0.717 2.132
C 1.305 -0.750 0.016
O 1.031 -1.879 -0.349
H -1.513 0.738 -2.277
H -0.177 1.684 -2.926
H -0.098 -0.101 -2.963
H 1.049 0.856 1.482
H -0.938 -0.092 2.794
H -0.999 -1.458 1.686
H 0.416 -1.246 2.734
H 2.314 -0.319 -0.055
```

=====

No. 6
A cluster of 2 separate species, C11H15N in total. Source: the OMol25 dataset; level of theory: wB97M-V/def2-TZVPD.

Its HOMO-LUMO gap is 8.782 eV. Its SMILES is Cc1c[nH]c2ccccc12.CC. As for the energy relative to the best compared isomer or geometry (same formula, charge and spin): 8.92 kcal per mole. As for the LUMO energy: 0.919 eV.

Structure (XYZ):
```
27
C11H15N | the OMol25 dataset | wB97M-V/def2-TZVPD
C -0.231 -3.038 -0.078
C 0.160 -1.741 -0.711
C 0.082 -1.343 -2.001
N 0.772 -0.155 -2.170
C 1.363 0.193 -0.989
C 2.099 1.321 -0.620
C 2.695 1.308 0.631
C 2.434 0.277 1.541
C 1.548 -0.752 1.236
C 0.961 -0.753 -0.029
H -0.544 -2.908 0.961
H 0.607 -3.737 -0.101
H -1.053 -3.522 -0.594
H -0.403 -1.812 -2.841
H 0.926 0.297 -3.052
H 2.186 2.194 -1.246
H 3.372 2.135 0.826
H 2.937 0.274 2.502
H 1.472 -1.513 1.998
C -2.363 2.310 0.360
C -3.024 1.019 0.824
H -2.962 2.890 -0.341
H -2.059 2.953 1.189
H -1.461 2.116 -0.220
H -3.739 0.576 0.123
H -3.543 1.110 1.778
H -2.231 0.301 1.024
```